# 1
Formula: C3H5F
Source: the Open Molecules 2025 dataset
Level of theory: the ωB97M-V functional and the def2-TZVPD basis

Values from the calculation:
Largest force on an atom ... 3.3 eV/Å
LUMO energy (alpha / beta) ... 0.65 / 0.51 eV
HOMO-LUMO gap (alpha / beta) ... 9.21 / 9.04 eV

Structure (XYZ):
```
9
C3H5F the ωB97M-V functional and the def2-TZVPD basis
C -1.603 -0.513 -0.343
C -0.750 -0.206 0.579
C 1.580 0.597 -0.050
F 2.309 -0.518 -0.154
H -2.566 -0.957 -0.092
H -1.442 -0.348 -1.394
H -0.704 -0.308 1.640
H 1.815 1.195 0.814
H 1.361 1.059 -0.999
```

# 2
Formula: C3H5F2IO
Source: the Open Molecules 2025 dataset
Level of theory: the ωB97M-V functional and the def2-TZVPD basis

Values from the calculation:
Largest force on an atom ... 2.4 eV/Å
LUMO energy (alpha / beta) ... -0.01 / 0.51 eV
HOMO-LUMO gap (alpha / beta) ... 7.72 / 9.18 eV

Structure (XYZ):
```
12
C3H5F2IO the ωB97M-V functional and the def2-TZVPD basis
C -0.178 0.743 -0.346
C -0.884 0.422 0.921
C 0.847 -0.313 2.386
O -0.376 -0.121 1.969
F 0.893 -1.287 3.324
F 1.813 -0.578 1.458
I 0.776 -4.271 -1.578
H -0.380 -0.020 -1.101
H -0.538 1.694 -0.738
H 0.898 0.799 -0.203
H -1.930 0.659 1.026
H 1.343 -3.624 -0.260
```

# 3
Formula: C3H5F2N
Source: the Open Molecules 2025 dataset
Level of theory: the ωB97M-V functional and the def2-TZVPD basis

Values from the calculation:
Largest force on an atom ... 3.3 eV/Å
LUMO energy (alpha / beta) ... 0.20 / -0.01 eV
HOMO-LUMO gap (alpha / beta) ... 8.72 / 8.04 eV

Structure (XYZ):
```
11
C3H5F2N the ωB97M-V functional and the def2-TZVPD basis
C 1.827 0.309 0.016
C 1.235 1.440 0.060
C -1.386 0.131 0.114
N -0.668 -1.020 0.094
F -2.425 0.283 1.009
F -1.809 0.621 -1.135
H 2.888 0.202 0.149
H 1.120 -0.683 -0.076
H 0.297 1.728 -0.254
H -0.513 -1.658 0.879
H -0.564 -1.352 -0.854
```